(1)
The following is a quantum chemistry calculation of a cluster of 2 separate species, C4H12N2O2 in total at a distorted geometry, from the OMol25 dataset.

Structure (XYZ):
```
20
Properties=species:S:1:pos:R:3
C 0.42 -0.35 0.06
C 1.85 -0.61 0.46
C 2.07 -2.08 0.84
N 0.06 1.09 -0.02
H 0.22 -0.77 -0.92
H -0.28 -0.84 0.74
H 2.13 0.06 1.29
H 2.53 -0.32 -0.34
H 1.44 -2.33 1.70
H 1.87 -2.76 0.02
H 3.11 -2.28 1.10
H 0.48 1.63 0.73
H 0.27 1.48 -0.94
H -1.12 1.11 -0.07
N -2.55 1.62 -0.09
C -2.21 0.79 -1.29
O -1.81 1.45 -2.26
O -2.30 -0.42 -1.09
H -3.02 2.46 -0.41
H -3.16 1.06 0.49
```

Calculated values
**Highest occupied orbital energy**: -8.94 eV
**LUMO energy**: 0.489 eV
**Orbital gap**: 0.3466 Ha
**Energy relative to the best compared isomer or geometry (same formula, charge and spin)**: 42.5 kcal per mole

---

(2)
The following is a quantum chemistry calculation of a structure of composition C32H32MnNOSSeSi, from the OMol25 dataset.

Structure (XYZ):
```
70
Properties=species:S:1:pos:R:3
Mn 0.04 0.11 1.67
C -0.10 -2.85 2.85
C -0.64 -1.83 3.81
C -1.09 -2.26 5.07
C -1.61 -1.36 5.95
C -1.73 -0.01 5.59
C -2.32 0.96 6.43
C -2.44 2.25 6.00
C -1.97 2.62 4.72
C -1.38 1.72 3.88
S -0.78 2.16 2.30
C -1.25 0.37 4.32
N -0.69 -0.54 3.46
H -0.59 -3.81 3.03
H 0.97 -2.97 2.99
H -0.26 -2.58 1.81
H -1.01 -3.31 5.31
H -1.96 -1.69 6.93
H -2.68 0.66 7.41
H -2.90 2.99 6.64
H -2.09 3.65 4.38
Se 2.38 -0.47 2.03
C 2.84 -1.93 0.87
C 3.51 -3.02 1.42
C 3.90 -4.08 0.62
C 3.61 -4.08 -0.74
C 2.93 -2.99 -1.29
C 2.55 -1.92 -0.49
H 3.76 -3.02 2.48
H 4.43 -4.92 1.06
H 3.91 -4.91 -1.37
H 2.70 -2.97 -2.35
H 2.03 -1.08 -0.92
C 2.61 1.32 -2.16
C 1.30 2.08 -1.90
C 1.00 3.03 -3.07
C 1.47 2.93 -0.63
Si -0.14 0.87 -1.64
O -0.11 0.25 -0.12
C -1.75 1.76 -2.04
C -2.33 2.66 -1.13
C -3.45 3.41 -1.47
C -4.03 3.27 -2.72
C -3.49 2.37 -3.63
C -2.36 1.62 -3.29
C -0.05 -0.61 -2.80
C 0.33 -0.49 -4.14
C 0.34 -1.59 -4.99
C -0.04 -2.84 -4.52
C -0.42 -2.99 -3.19
C -0.42 -1.88 -2.34
H 3.43 2.04 -2.29
H 2.56 0.71 -3.07
H 2.87 0.67 -1.32
H 1.87 3.68 -3.24
H 0.14 3.66 -2.88
H 0.81 2.50 -4.01
H 2.34 3.59 -0.74
H 1.65 2.31 0.25
H 0.59 3.56 -0.44
H -1.90 2.79 -0.14
H -3.88 4.10 -0.75
H -4.91 3.85 -2.99
H -3.94 2.24 -4.61
H -1.97 0.91 -4.01
H 0.63 0.47 -4.53
H 0.64 -1.47 -6.03
H -0.04 -3.70 -5.18
H -0.71 -3.96 -2.82
H -0.71 -2.01 -1.31
```

Calculated values
**Highest occupied orbital energy (alpha / beta)**: -7.83 / -8.01 eV
**LUMO energy (alpha / beta)**: -1.751 / -0.919 eV
**2S+1**: 5
**Orbital gap (alpha / beta)**: 0.2234 / 0.2607 Ha

---

(3)
The following is a quantum chemistry calculation of an isolated molecule of C19H22N2O2S2, from the OMol25 dataset.

Structure (XYZ):
```
47
Properties=species:S:1:pos:R:3
C 0.44 3.90 -1.13
H 1.13 4.17 -1.92
H 0.16 4.77 -0.54
H -0.46 3.45 -1.56
O 1.12 2.95 -0.32
C 0.54 2.65 0.84
O -0.44 3.20 1.28
C 1.31 1.61 1.62
H 0.63 1.08 2.28
H 2.09 2.10 2.21
S 2.17 0.44 0.55
C 0.86 0.05 -0.55
N -0.35 0.52 -0.25
C -1.32 0.26 -1.10
N -1.20 -0.37 -2.27
C 0.01 -0.83 -2.56
C 1.10 -0.68 -1.71
C 2.40 -1.27 -2.13
C 2.73 -0.89 -3.58
C 1.50 -0.85 -4.50
C 0.26 -1.50 -3.87
H 0.45 -2.56 -3.70
H -0.61 -1.40 -4.52
H 1.25 0.19 -4.73
H 1.72 -1.34 -5.45
H 3.46 -1.61 -3.96
H 3.21 0.09 -3.59
H 3.20 -0.94 -1.46
H 2.32 -2.36 -2.05
S -2.95 0.76 -0.73
C -2.84 1.19 1.04
C -2.24 0.13 1.90
C -1.58 0.51 3.06
C -1.01 -0.43 3.89
C -1.06 -1.79 3.58
C -1.73 -2.17 2.42
C -2.31 -1.22 1.59
H -2.83 -1.55 0.70
H -1.79 -3.21 2.16
C -0.41 -2.81 4.46
H 0.60 -3.02 4.10
H -0.33 -2.45 5.48
H -0.97 -3.74 4.45
H -0.50 -0.12 4.80
H -1.53 1.56 3.32
H -2.29 2.12 1.13
H -3.89 1.37 1.32
```

Calculated values
**Highest occupied orbital energy**: -8.19 eV
**LUMO energy**: 0.588 eV
**Orbital gap**: 0.3226 Ha
**Energy relative to the best compared isomer or geometry (same formula, charge and spin)**: 1.1 kcal per mole
**Structure (SMILES)**: COC(=O)CSc1nc(SCc2ccc(C)cc2)nc2c1CCCC2

---

(4)
The following is a quantum chemistry calculation of a structure of composition C35H32N6O2SiW, from the OMol25 dataset.

Structure (XYZ):
```
77
Properties=species:S:1:pos:R:3
W 0.44 -0.39 0.82
O -3.50 -1.21 0.36
C -2.47 -0.89 0.87
N -1.21 -1.50 0.65
C -1.11 -2.82 0.21
C -2.12 -3.66 -0.26
C -1.77 -4.95 -0.60
C -0.45 -5.41 -0.47
C 0.55 -4.59 0.00
C 0.20 -3.28 0.35
N 1.08 -2.26 0.76
C 2.48 -2.55 0.84
O 2.93 -3.54 1.33
C 3.26 -1.47 0.19
C 4.59 -1.61 -0.13
C 5.19 -0.59 -0.86
C 4.42 0.50 -1.24
C 3.09 0.56 -0.86
N 2.53 -0.40 -0.13
C -2.34 0.14 1.92
C -3.43 0.66 2.58
C -3.19 1.48 3.68
C -1.88 1.73 4.05
C -0.84 1.20 3.30
N -1.07 0.41 2.25
H -3.13 -3.31 -0.38
H -2.53 -5.62 -0.98
H -0.21 -6.43 -0.74
H 1.56 -4.96 0.12
H 5.12 -2.50 0.17
H 6.23 -0.65 -1.15
H 4.83 1.30 -1.84
H 2.46 1.39 -1.15
H -4.42 0.40 2.25
H -4.01 1.89 4.25
H -1.64 2.34 4.92
H 0.19 1.40 3.57
C 0.27 2.75 -0.09
N 0.90 1.75 0.80
C 1.82 2.13 1.63
C 2.34 1.18 2.51
C 3.20 1.21 3.59
C 3.15 -0.07 4.18
C 2.25 -0.83 3.45
N 1.74 -0.09 2.43
C -1.20 2.93 0.18
C -1.62 3.67 1.28
C -2.97 3.88 1.51
C -3.92 3.35 0.64
C -3.50 2.62 -0.46
C -2.15 2.41 -0.69
H 0.43 2.43 -1.12
H 0.80 3.70 0.06
H 2.16 3.16 1.66
H 3.78 2.05 3.92
H 3.69 -0.40 5.05
H 1.96 -1.86 3.60
H -0.89 4.10 1.95
H -3.29 4.47 2.36
H -4.97 3.54 0.81
H -4.23 2.22 -1.16
H -1.83 1.85 -1.57
C -0.99 -1.94 -4.56
Si -0.47 -0.19 -4.22
C -1.85 1.04 -4.43
C 1.08 0.30 -5.12
C -0.07 -0.14 -2.37
C 0.08 -0.16 -1.16
H -1.26 -2.06 -5.61
H -1.86 -2.22 -3.96
H -0.18 -2.65 -4.34
H -2.17 1.05 -5.48
H -1.54 2.05 -4.17
H -2.72 0.77 -3.82
H 0.91 0.28 -6.20
H 1.90 -0.39 -4.90
H 1.40 1.31 -4.85
```

Calculated values
**Highest occupied orbital energy**: -13.86 eV
**LUMO energy**: -8.142 eV
**Net charge**: +2
**Orbital gap**: 0.2101 Ha
**Energy relative to the best compared isomer or geometry (same formula, charge and spin)**: 4.3 kcal per mole

---

(5)
The following is a quantum chemistry calculation of a structure of composition C27H37Cl3Ge2N2OSn at a distorted geometry, from the OMol25 dataset.

Structure (XYZ):
```
73
Properties=species:S:1:pos:R:3
Sn 8.77 11.40 11.23
C 7.05 12.67 13.35
N 7.74 11.37 13.30
C 8.83 11.18 14.34
C 6.74 10.29 13.42
C 6.07 10.01 12.09
N 7.03 9.72 11.03
C 7.68 8.36 11.20
C 6.24 9.85 9.77
H 6.49 12.73 14.28
H 6.33 12.73 12.50
H 7.78 13.51 13.30
H 8.45 10.77 15.27
H 9.22 12.13 14.69
H 9.75 10.72 13.95
H 6.02 10.58 14.17
H 7.25 9.40 13.84
H 5.40 10.88 11.76
H 5.35 9.07 12.29
H 7.00 7.51 11.31
H 8.26 8.39 12.16
H 8.43 8.19 10.42
H 5.50 8.98 9.65
H 6.92 9.91 8.91
H 5.69 10.79 9.89
Cl 5.91 15.02 5.25
C 6.21 14.21 6.75
C 7.45 13.48 6.89
C 7.79 12.88 8.07
Cl 9.20 11.83 8.10
C 7.04 13.16 9.22
O 7.37 12.82 10.47
C 5.79 13.75 9.08
Cl 4.62 13.80 10.38
C 5.44 14.41 7.87
H 8.08 13.35 6.04
H 4.48 14.95 7.90
C 12.34 10.02 7.21
Ge 13.37 11.40 8.28
C 12.98 13.36 7.96
C 15.30 10.96 8.21
Ge 12.13 11.09 10.48
C 12.73 9.31 11.20
C 12.44 8.16 10.56
C 12.82 6.96 11.14
C 13.29 6.91 12.44
C 13.48 8.07 13.18
C 13.23 9.29 12.49
C 13.39 12.42 11.35
C 12.76 13.50 11.99
C 13.44 14.43 12.70
C 14.87 14.45 12.55
C 15.53 13.46 11.85
C 14.77 12.39 11.37
H 11.51 10.48 6.72
H 11.91 9.16 7.76
H 13.05 9.58 6.47
H 12.93 13.55 6.89
H 13.75 13.96 8.45
H 11.99 13.63 8.39
H 15.61 11.11 7.13
H 15.57 9.91 8.51
H 15.85 11.65 8.87
H 11.86 8.18 9.63
H 12.80 6.02 10.60
H 13.53 5.94 12.87
H 13.98 8.01 14.14
H 13.52 10.28 12.95
H 11.68 13.54 12.04
H 12.94 15.18 13.32
H 15.40 15.30 12.94
H 16.60 13.51 11.79
H 15.30 11.59 10.91
```

Calculated values
**Highest occupied orbital energy (alpha / beta)**: -15.75 / -15.75 eV
**LUMO energy (alpha / beta)**: -10.470 / -11.926 eV
**Net charge**: +3
**2S+1**: 2
**Orbital gap (alpha / beta)**: 0.1940 / 0.1404 Ha
**Energy relative to the best compared isomer or geometry (same formula, charge and spin)**: 7.4 kcal per mole

---

(6)
The following is a quantum chemistry calculation of a structure of composition C27H25BrIrN7O2P at a distorted geometry, from the OMol25 dataset.

Structure (XYZ):
```
64
Properties=species:S:1:pos:R:3
Ir -0.53 0.39 -1.09
C -1.53 -0.14 4.28
N -0.84 -0.30 2.99
C 0.35 -0.94 2.81
C 0.64 -0.86 1.48
N -0.38 -0.19 0.87
C -1.27 0.15 1.80
P -2.85 1.01 1.46
C -3.31 -0.04 0.04
N -2.48 -0.34 -0.96
C -3.08 -1.32 -1.70
C -4.31 -1.56 -1.17
N -4.44 -0.76 -0.07
C -5.62 -0.73 0.80
C -2.14 2.37 0.48
N -1.28 2.19 -0.51
C -0.89 3.43 -0.94
C -1.58 4.36 -0.23
N -2.35 3.69 0.67
C -3.24 4.33 1.64
H -0.93 -0.63 5.04
H -2.51 -0.61 4.24
H -1.63 0.91 4.52
H 0.88 -1.39 3.62
H 1.49 -1.24 0.94
H -2.61 -1.78 -2.54
H -5.09 -2.24 -1.48
H -5.78 -1.71 1.24
H -6.49 -0.44 0.21
H -5.46 0.00 1.59
H -0.16 3.57 -1.71
H -1.57 5.44 -0.27
H -2.66 5.02 2.25
H -3.68 3.57 2.29
H -4.03 4.86 1.12
Br 6.69 0.81 -2.82
C 5.27 -0.42 -2.69
C 5.41 -1.70 -3.22
C 4.36 -2.60 -3.13
C 3.16 -2.22 -2.54
C 3.03 -0.93 -2.03
C 4.09 -0.03 -2.09
C 1.73 -0.48 -1.55
O 0.68 -1.23 -1.55
O 1.51 0.72 -1.19
H 6.33 -1.98 -3.70
H 4.48 -3.59 -3.54
H 2.33 -2.91 -2.48
H 3.97 0.97 -1.69
C -0.87 0.63 -3.24
C 0.27 0.23 -3.98
C 0.32 -1.04 -4.62
C 1.46 -1.46 -5.24
C 2.60 -0.64 -5.24
C 2.57 0.64 -4.66
C 1.42 1.06 -4.03
C 3.83 -1.12 -5.79
N 4.84 -1.52 -6.17
H -1.81 0.20 -3.54
H -0.92 1.72 -3.12
H -0.55 -1.68 -4.60
H 1.51 -2.43 -5.71
H 3.45 1.27 -4.70
H 1.40 2.03 -3.55
```

Calculated values
**Highest occupied orbital energy (alpha / beta)**: -13.53 / -13.53 eV
**LUMO energy (alpha / beta)**: -5.423 / -8.542 eV
**Net charge**: +2
**2S+1**: 2
**Orbital gap (alpha / beta)**: 0.2978 / 0.1832 Ha
**Energy relative to the best compared isomer or geometry (same formula, charge and spin)**: 5.7 kcal per mole

---

(7)
The following is a quantum chemistry calculation of a structure of composition C27H21BrN5O4Pt, from the OMol25 dataset.

Structure (XYZ):
```
59
Properties=species:S:1:pos:R:3
Pt -0.06 -0.01 -0.09
O -1.82 -5.08 0.17
C -0.63 -5.19 -0.43
C -0.19 -6.48 -0.72
C 1.01 -6.68 -1.35
C 1.84 -5.61 -1.70
C 1.43 -4.33 -1.41
C 0.20 -4.09 -0.77
C -0.14 -2.72 -0.47
O 0.67 -1.76 -0.78
N -1.33 -2.45 0.15
N -1.50 -1.16 0.32
C -2.52 -0.58 1.10
C -2.35 0.76 1.35
C -3.23 1.54 2.14
C -2.99 2.88 2.30
C -1.88 3.46 1.68
C -1.02 2.66 0.94
N -1.22 1.36 0.78
H -2.03 -4.15 0.34
H -0.84 -7.30 -0.45
H 1.33 -7.70 -1.57
H 2.78 -5.78 -2.20
H 2.06 -3.49 -1.66
H -3.36 -1.17 1.44
H -4.08 1.06 2.60
H -3.65 3.48 2.91
H -1.67 4.51 1.78
H -0.15 3.07 0.46
C 2.18 -0.45 3.14
O 2.04 0.15 1.85
C 3.03 0.96 1.40
C 4.16 1.27 2.14
C 5.13 2.08 1.57
Br 6.70 2.45 2.55
C 4.98 2.62 0.31
C 3.83 2.33 -0.43
C 2.88 1.47 0.11
O 1.77 1.11 -0.70
C 3.72 2.97 -1.76
N 4.68 3.70 -2.25
C 4.23 4.13 -3.49
C 4.86 4.94 -4.43
C 4.18 5.22 -5.60
C 2.88 4.71 -5.82
C 2.24 3.93 -4.90
C 2.94 3.64 -3.73
N 2.64 2.89 -2.61
H 2.25 0.31 3.92
H 3.05 -1.10 3.17
H 1.28 -1.04 3.29
H 4.30 0.87 3.13
H 5.72 3.27 -0.13
H 2.09 0.43 -1.31
H 5.85 5.33 -4.24
H 4.64 5.83 -6.35
H 2.38 4.95 -6.75
H 1.24 3.55 -5.08
H 1.76 2.44 -2.42
```

Calculated values
**Highest occupied orbital energy (alpha / beta)**: -10.22 / -10.52 eV
**LUMO energy (alpha / beta)**: -2.827 / -6.113 eV
**Net charge**: +1
**2S+1**: 3
**Orbital gap (alpha / beta)**: 0.2716 / 0.1618 Ha

---

(8)
The following is a quantum chemistry calculation of an isolated molecule of C4H5NO at a distorted geometry, from the OMol25 dataset.

Structure (XYZ):
```
11
Properties=species:S:1:pos:R:3
C -0.20 0.79 -1.08
C 0.71 0.37 0.03
O 0.06 0.60 1.24
C 0.44 -0.82 0.84
C -0.65 -1.76 0.47
N -1.53 -2.47 0.20
H -0.17 1.88 -1.13
H 0.12 0.38 -2.03
H -1.24 0.48 -0.88
H 1.75 0.65 -0.06
H 0.89 -0.71 1.79
```

Calculated values
**Highest occupied orbital energy**: -10.93 eV
**LUMO energy**: 0.792 eV
**Orbital gap**: 0.4306 Ha
**Energy relative to the best compared isomer or geometry (same formula, charge and spin)**: 68.0 kcal per mole
**Structure (SMILES)**: C[C@H]1O[C@H]1C#N

---

(9)
The following is a quantum chemistry calculation of a structure of composition C24H43GaIP2 at a distorted geometry, from the OMol25 dataset.

Structure (XYZ):
```
71
Properties=species:S:1:pos:R:3
Ga -0.92 -2.84 -1.07
C 2.29 3.32 1.20
C 0.94 3.72 1.02
C 1.26 3.31 3.26
C 2.49 3.06 2.59
C 0.30 3.71 2.30
C 3.32 3.21 0.15
H 2.87 3.12 -0.84
H 3.97 2.34 0.33
H 3.97 4.10 0.15
C 3.73 2.60 3.24
H 4.53 2.49 2.50
H 3.59 1.63 3.73
H 4.07 3.32 4.00
C 1.06 3.17 4.72
H 1.71 3.86 5.28
H 1.30 2.15 5.06
H 0.02 3.39 4.99
C -1.11 4.05 2.58
H -1.18 5.05 3.04
H -1.56 3.33 3.28
H -1.70 4.05 1.66
C 0.31 4.11 -0.25
H 0.37 5.20 -0.40
H -0.76 3.83 -0.26
H 0.81 3.62 -1.10
C -0.07 -3.77 -2.53
C 0.78 -2.66 -3.17
C 0.08 -1.96 -4.34
C -1.26 -1.33 -3.93
C -1.71 -1.52 -2.47
C -2.57 -2.62 -2.13
C -2.63 -3.87 -3.01
C -1.20 -4.36 -3.39
H -0.07 -2.69 -5.15
H -2.04 -1.72 -4.61
H 0.74 -1.18 -4.75
H -1.01 -4.19 -4.46
H 0.54 -4.56 -2.09
H 1.72 -3.10 -3.56
H -1.18 -5.45 -3.27
H -3.13 -4.67 -2.45
H -3.45 -2.44 -1.50
H -3.24 -3.70 -3.91
H -1.22 -0.25 -4.12
H -1.79 -0.56 -1.93
P 1.44 -1.36 -1.94
P -2.16 -0.57 2.31
C -0.92 -2.90 0.94
C -1.97 -2.36 1.96
H 0.09 -2.62 1.28
H -0.97 -4.00 1.01
H -2.97 -2.72 1.69
H -1.73 -2.78 2.96
C -2.29 -0.09 4.04
H -2.32 1.02 4.14
H -1.43 -0.47 4.62
H -3.22 -0.52 4.45
C -3.62 -0.01 1.39
H -4.42 -0.75 1.56
H -3.41 0.07 0.32
H -3.96 0.96 1.78
C 3.05 -2.10 -1.52
H 3.83 -1.33 -1.53
H 3.27 -2.88 -2.25
H 2.95 -2.52 -0.51
C 1.89 0.08 -2.96
H 2.29 0.85 -2.28
H 1.01 0.47 -3.48
H 2.68 -0.16 -3.69
I -0.12 0.40 1.36
```

Calculated values
**Highest occupied orbital energy (alpha / beta)**: -9.53 / -8.80 eV
**LUMO energy (alpha / beta)**: -3.499 / -3.517 eV
**Net charge**: +1
**Orbital gap (alpha / beta)**: 0.2217 / 0.1940 Ha
**Energy relative to the best compared isomer or geometry (same formula, charge and spin)**: 3.5 kcal per mole